1.
{
  "formula": "C9H20OP",
  "method": "wB97M-V/def2-TZVPD",
  "species": ["C", "C", "C", "C", "C", "C", "C", "C", "C", "O", "P", "H", "H", "H", "H", "H", "H", "H", "H", "H", "H", "H", "H", "H", "H", "H", "H", "H", "H", "H", "H"],
  "xyz": [[0.947, -0.329, -0.014], [2.136, 1.925, -2.935], [-1.371, -2.316, -1.234], [-1.045, 1.196, 3.064], [-0.176, -1.666, 2.299], [0.958, 0.637, -1.119], [2.194, 0.766, -1.935], [-1.826, -1.098, -0.348], [-1.212, 1.069, 1.514], [1.985, -1.128, 0.339], [-0.637, -0.521, 0.905], [2.064, 2.711, -2.330], [1.190, 1.913, -3.431], [2.982, 1.833, -3.561], [-1.842, -3.270, -1.272], [-1.209, -1.857, -2.192], [-0.420, -2.526, -0.824], [-1.327, 2.164, 3.322], [-1.506, 0.345, 3.483], [-0.052, 1.098, 3.302], [0.571, -1.152, 2.897], [0.220, -2.493, 1.818], [-1.207, -1.932, 2.882], [0.121, 0.601, -1.895], [0.787, 1.580, -0.603], [2.164, -0.144, -2.425], [3.047, 0.848, -1.325], [-2.737, -1.154, 0.261], [-1.949, -0.188, -0.933], [-0.561, 1.835, 0.978], [-2.288, 1.251, 1.311]],
  "forces_ev_per_angstrom": [[5.5, -4.8, 1.4], [-0.7, -3.7, 0.1], [0.5, 2.2, 0.9], [-0.2, -0.8, -2.8], [-4.0, 1.7, 0.5], [-1.0, 1.4, -0.6], [-0.6, 0.5, -0.5], [-0.4, -0.5, 0.7], [0.4, 1.3, 0.3], [-6.2, 4.7, -1.9], [0.6, -1.1, 0.7], [0.5, 4.0, 1.9], [-0.5, -0.2, -1.0], [0.7, 0.6, -0.8], [-1.2, -0.2, 0.1], [0.0, -0.5, -0.7], [1.5, -0.6, 0.0], [-1.1, 1.3, 0.9], [-1.2, -0.3, 1.1], [2.6, -0.1, 0.6], [-0.1, -0.1, 0.2], [0.8, -1.8, -0.6], [2.7, 0.6, -1.2], [0.4, -0.5, 1.4], [-0.3, 0.6, 0.2], [1.0, -2.0, -1.3], [1.2, -0.1, 0.7], [-0.2, -0.4, -0.4], [-0.1, 0.0, -0.2], [-1.1, -0.7, 0.6], [0.7, -0.2, -0.4]],
  "lowdin_charge": [-0.34, -0.04, -0.06, -0.09, -0.13, -0.22, -0.24, -0.29, -0.29, 0.01, 1.00, 0.03, 0.08, 0.08, 0.08, 0.08, 0.04, 0.07, 0.06, 0.05, 0.06, 0.02, 0.14, 0.16, 0.12, 0.10, 0.11, 0.10, 0.08, 0.11, 0.11],
  "max_force_ev_per_a": 8.03,
  "energy_ev": -20985.0506,
  "molar_mass_g_mol": 175.23,
  "de_lowest_kj_mol": 69.7,
  "charge": 1,
  "orbital_gap_ha": 0.3620
}

2.
{
  "formula": "C2H9NS2",
  "method": "wB97M-V/def2-TZVPD",
  "species": ["S", "S", "H", "H", "C", "N", "C", "H", "H", "H", "H", "H", "H", "H"],
  "xyz": [[4.582, -1.647, 0.473], [3.725, 0.250, 0.816], [4.696, -1.817, 1.796], [2.440, -0.131, 0.741], [-2.348, 0.792, 0.408], [-1.080, 0.051, 0.165], [-0.945, -0.202, -1.272], [-2.953, 0.884, -0.486], [-2.178, 1.762, 0.842], [-2.941, 0.219, 1.121], [-0.342, 0.722, 0.353], [-1.192, 0.646, -1.913], [0.092, -0.470, -1.484], [-1.556, -1.059, -1.559]],
  "forces_ev_per_angstrom": [[-0.4, 0.9, 0.5], [0.2, -0.5, -0.4], [0.2, -0.5, 0.0], [0.0, 0.0, 0.0], [0.1, -1.2, 0.7], [-0.2, 1.2, -0.8], [0.5, -0.7, 0.0], [0.0, 0.2, -0.3], [0.1, 0.5, 0.1], [-0.1, 0.1, 0.1], [0.0, -0.2, 0.3], [-0.2, 0.2, 0.0], [0.0, -0.1, 0.0], [-0.1, 0.1, 0.0]],
  "lowdin_charge": [0.23, 0.22, -0.22, -0.23, -0.14, -0.17, -0.17, 0.06, 0.07, 0.07, 0.07, 0.07, 0.07, 0.08],
  "max_force_ev_per_a": 1.46,
  "energy_ev": -25379.6788,
  "molar_mass_g_mol": 111.23,
  "de_lowest_kj_mol": 99.9,
  "orbital_gap_ha": 0.3453
}